# 1
8
Properties=species:S:1:pos:R:3 method="wB97M-V/def2-TZVPD" lumo_energy_ev=3.59 total_charge=-1 relative_energy_kj_mol=191.8 homo_lumo_gap_ha=0.303
S 2.66 0.33 -0.06
O 2.38 1.75 -0.40
O 0.56 -0.51 1.28
O 3.88 0.18 0.74
N -0.92 -2.07 -1.89
C -0.63 -1.61 -0.93
H -0.28 -1.16 -0.10
H 0.78 -1.33 1.56

# 2
16
Properties=species:S:1:pos:R:3 method="wB97M-V/def2-TZVPD" lumo_energy_ev=-3.00 total_charge=+1 relative_energy_kj_mol=56.7 homo_lumo_gap_ha=0.429
O -0.04 -1.92 1.33
N 1.14 1.27 0.11
N -0.95 1.54 1.09
N -0.67 0.15 -0.73
C 0.02 -0.58 -1.79
C -0.16 0.97 0.15
H -0.29 -2.85 1.33
H 1.80 0.62 -0.26
H -1.59 -0.23 -0.67
H -0.44 2.01 1.82
H -1.86 1.19 1.29
H 0.41 0.15 -2.51
H 1.57 1.95 0.72
H 0.96 -1.06 -1.50
H 0.71 -1.91 1.89
H -0.64 -1.29 -2.25

# 3
60
Properties=species:S:1:pos:R:3 method="wB97M-V/def2-TZVPD" lumo_energy_ev=0.18 total_charge=0 smiles="ClC(Cl)Cl.ClC(Cl)Cl.ClC(Cl)Cl.ClC(Cl)Cl.ClC(Cl)Cl.ClC(Cl)Cl.O=C1OCCO1.O=C1OCCO1.O=C1OCCO1" homo_lumo_gap_ha=0.395
Cl -3.40 -0.73 3.48
Cl -4.21 2.87 -0.53
Cl -5.92 1.73 -4.49
Cl -5.68 0.90 4.04
Cl 1.58 -3.62 -5.22
Cl 3.16 -2.00 -3.35
Cl 2.52 -5.95 -2.48
Cl 1.40 -0.18 5.26
Cl -5.25 -1.45 5.77
Cl -4.32 0.88 -6.69
Cl 0.09 1.41 3.17
Cl 3.03 1.67 3.96
Cl 0.60 -1.01 -4.33
Cl 0.18 -5.99 -0.72
Cl -3.03 0.95 -3.97
Cl -6.31 4.73 0.49
Cl -7.04 2.48 -1.24
Cl 2.79 -6.27 0.40
O 2.26 2.41 -0.61
O 3.08 -3.29 3.34
O 3.36 -3.20 1.06
O -0.10 0.08 -0.81
O 1.74 4.54 -0.38
O 0.20 3.23 -1.31
O 0.96 -1.97 -0.43
O 3.71 -1.29 2.16
O -1.12 -1.56 0.33
C 3.99 -2.31 0.15
C -5.90 3.10 -0.01
C 3.27 2.94 0.13
C 3.06 4.46 0.00
C -1.91 -0.44 0.53
C 3.38 -2.64 2.32
C -1.46 0.45 -0.58
C 1.30 3.37 -0.72
C -0.02 -1.25 -0.33
C -4.21 1.69 -5.14
C 3.78 -0.97 0.82
C 1.47 -2.48 -3.83
C -5.05 -0.78 4.09
C 1.90 -5.44 -0.91
C 1.33 1.44 4.46
H 1.96 -4.35 -0.82
H -5.59 -1.41 3.38
H 5.05 -2.55 0.10
H 3.23 4.93 0.97
H -6.00 2.49 0.89
H 3.58 -2.24 -0.86
H -3.96 2.73 -5.31
H -2.98 -0.65 0.46
H 4.73 -0.45 0.73
H 2.96 -0.34 0.46
H 3.16 2.62 1.17
H 1.00 -2.83 -2.91
H -1.55 1.53 -0.46
H 4.27 2.57 -0.12
H -1.82 -0.01 1.53
H 1.04 2.25 5.13
H 3.72 4.96 -0.72
H -2.03 0.25 -1.49

# 4
8
Properties=species:S:1:pos:R:3 method="wB97M-V/def2-TZVPD" lumo_energy_ev="0.03 / 0.55" total_charge=0 relative_energy_kj_mol=300.2 homo_lumo_gap_ha="0.247 / 0.279"
P -0.97 -0.78 1.86
N -1.02 -0.35 0.25
C 0.93 0.72 -1.04
C -0.03 0.14 -0.49
H 0.24 -1.30 2.11
H 1.15 1.78 -1.13
H 1.69 0.08 -1.51
H -2.00 -0.27 -0.05

Please write out number 4 again, unchanged.
8
Properties=species:S:1:pos:R:3 method="wB97M-V/def2-TZVPD" lumo_energy_ev="0.03 / 0.55" total_charge=0 relative_energy_kj_mol=300.2 homo_lumo_gap_ha="0.247 / 0.279"
P -0.97 -0.78 1.86
N -1.02 -0.35 0.25
C 0.93 0.72 -1.04
C -0.03 0.14 -0.49
H 0.24 -1.30 2.11
H 1.15 1.78 -1.13
H 1.69 0.08 -1.51
H -2.00 -0.27 -0.05